Record 1
# CHI3S

A molecular structure, CHI3S in a non-equilibrium geometry (the ωB97M-V functional and the def2-TZVPD basis, the Open Molecules 2025 dataset).

As for the energy: -1329.94184 Ha. The orbital gap comes out at 8.11 eV. The HOMO energy comes out at -9.078 eV. Its energy above the lowest of the compared OMol25 structures with the same formula, charge and spin is 6.2 kcal per mole.

Geometry as XYZ:
```
6
Properties=species:S:1:pos:R:3:lowdin_charge:R:1
C 0.383 0.149 -0.208 -1.524
H 0.536 1.129 -0.808 0.015
I -2.670 0.418 0.233 0.405
I -0.041 -1.588 -1.432 0.630
I 2.437 -0.293 0.869 0.516
S -0.646 0.186 1.346 -0.042
```



Record 2
# C7H10

A molecular structure, C7H10 (the ωB97M-V functional and the def2-TZVPD basis, the Open Molecules 2025 dataset).

As for the energy: -272.49033 Ha. The orbital gap (spin up / spin down) comes out at 7.32 / 7.21 eV. The HOMO energy (spin up / spin down) comes out at -7.239 / -7.330 eV. Its energy above the lowest of the compared OMol25 structures with the same formula, charge and spin is 142.9 kcal per mole.

Geometry as XYZ:
```
17
Properties=species:S:1:pos:R:3:lowdin_charge:R:1
C -0.922 -0.951 -1.032 -0.202
C -1.814 1.962 0.830 0.131
H 2.518 0.561 -1.169 0.070
H -1.489 -0.700 -1.933 0.110
H 1.329 -1.452 0.059 0.104
C 1.153 -0.379 0.246 -0.270
C -0.014 0.137 -0.574 -0.054
H 2.398 1.407 0.377 0.073
H 3.316 -0.112 0.262 0.069
C -1.411 0.874 0.428 -0.243
H -2.011 3.001 0.984 0.027
H -0.535 -1.972 -1.067 0.106
H -1.399 -1.213 1.083 0.121
C -1.729 -0.619 0.226 -0.174
H -2.809 -0.704 0.100 0.122
H 0.945 -0.283 1.319 0.119
C 2.423 0.418 -0.088 -0.110
```



Record 3
# C34H27O26S

6 unconnected molecules or ions with the total composition C34H27O26S in a non-equilibrium geometry (the ωB97M-V functional and the def2-TZVPD basis, the Open Molecules 2025 dataset).

Its charge is -1. As for the energy: -3666.31059 Ha. The orbital gap comes out at 5.60 eV. The HOMO energy comes out at -5.757 eV. Its energy above the lowest of the compared OMol25 structures with the same formula, charge and spin is 11.1 kcal per mole.

Geometry as XYZ:
```
88
Properties=species:S:1:pos:R:3:lowdin_charge:R:1
C -1.450 -1.691 -2.149 -0.801
H -2.154 2.521 9.607 0.115
O -1.642 0.051 1.522 0.098
C 1.514 1.891 0.381 0.088
H -0.026 1.216 3.929 0.126
H -2.571 -5.941 -4.008 0.120
O -2.262 1.624 9.236 0.110
H 3.050 5.307 -0.970 0.132
H -3.055 0.135 2.994 0.098
C -1.683 0.612 7.201 0.086
H -0.965 -3.426 7.489 0.112
O 0.081 2.113 4.306 0.094
H 0.263 -3.330 -6.163 0.078
C -0.197 -4.171 4.571 0.074
C 5.686 3.033 -8.231 -0.321
H -0.096 4.089 6.068 0.133
C 6.062 1.670 -7.720 -0.240
C -3.799 0.939 1.499 -0.228
H -0.413 -6.368 -4.797 0.114
O 2.183 0.999 -1.698 0.145
C -1.793 -5.641 -3.312 -0.250
H 5.931 0.253 -6.143 0.137
O -5.419 2.512 -1.229 0.089
C 0.058 -4.275 -4.493 -0.236
C -1.719 1.669 8.022 -0.234
O -3.173 1.906 -2.502 0.123
H 3.510 3.673 -4.588 0.090
O -2.448 -4.083 -0.258 -0.397
H -3.629 -2.203 4.272 0.135
S -1.411 -4.192 -1.271 0.933
H -1.759 -6.398 -2.521 0.101
C -2.099 -3.192 3.180 -0.229
C 4.844 2.077 -5.671 -0.290
O 3.677 4.178 -5.407 0.128
H 0.746 -4.697 4.614 0.129
C -0.409 -5.630 -3.995 -0.152
H -1.359 0.675 -1.007 0.122
O 6.811 0.946 -8.544 0.111
H -2.097 -0.352 7.469 0.121
H 6.950 1.502 -9.335 0.117
C -4.581 1.929 -0.563 -0.310
O 0.932 2.982 2.357 0.079
C -0.517 3.129 6.332 0.074
O 4.467 1.737 -4.567 0.120
C 2.023 4.305 0.669 -0.315
H 0.314 -5.974 -3.255 0.103
C 4.443 3.439 -6.194 -0.222
C -1.070 0.743 5.891 -0.286
O -0.314 -3.852 6.899 0.095
O -3.905 0.569 2.771 0.102
O -2.634 -2.597 6.636 0.055
H 1.029 3.888 2.703 0.121
C -1.146 3.004 7.631 -0.321
C -4.777 1.565 0.831 0.070
O 6.104 3.365 -9.327 0.097
C 1.470 2.991 1.140 -0.223
O 1.930 5.268 1.411 0.097
C 4.849 3.873 -7.399 0.069
O -2.668 -1.694 -2.061 0.021
C -0.792 -3.955 3.248 -0.295
C 2.688 3.257 -1.404 -0.217
H -0.453 -3.430 -4.034 0.101
C 2.641 4.360 -0.645 0.073
O 3.240 3.232 -2.614 0.071
H 1.118 0.941 0.717 0.138
C -2.120 -2.983 5.590 -0.349
H -5.724 1.814 1.288 0.129
O -0.283 -4.348 2.223 0.126
H -2.053 -3.303 1.273 0.079
O -0.067 -4.203 -5.928 -0.083
H 4.573 4.843 -7.785 0.134
C -0.811 -3.710 5.668 -0.244
C -2.488 0.606 0.845 -0.298
O -2.146 -4.399 -2.708 -0.324
C -2.301 0.948 -0.548 0.072
O -2.622 -2.950 2.008 0.113
O -1.014 -0.165 5.082 0.123
O -1.237 3.920 8.431 0.093
H -4.018 2.334 -2.733 0.114
C 5.665 1.231 -6.520 0.077
C -0.473 2.070 5.507 -0.215
H 3.143 2.308 -2.938 0.099
O -0.713 -2.762 -1.415 -0.259
C 2.113 1.944 -0.942 -0.302
O -0.700 -0.922 -2.736 0.004
H 1.122 -4.159 -4.263 0.118
C -3.277 1.567 -1.223 -0.227
C -2.700 -2.755 4.304 0.046
```



Record 4
# C9H16N3O

2 unconnected molecules or ions with the total composition C9H16N3O in a non-equilibrium geometry (the ωB97M-V functional and the def2-TZVPD basis, the Open Molecules 2025 dataset).

Its charge is +1. As for the energy: -591.78803 Ha. The orbital gap comes out at 10.17 eV. The HOMO energy comes out at -12.966 eV. Its energy above the lowest of the compared OMol25 structures with the same formula, charge and spin is 42.4 kcal per mole.

Geometry as XYZ:
```
29
Properties=species:S:1:pos:R:3:lowdin_charge:R:1
H 2.548 -2.799 -2.573 0.189
H 0.149 -0.606 1.181 0.119
H -0.061 0.541 -1.631 0.106
C -3.015 2.053 4.358 -0.288
H 0.250 -2.363 -1.903 0.136
C 3.455 0.139 -3.136 -0.033
C 1.585 -1.003 -2.747 -0.225
H -1.502 0.791 2.408 0.055
H -2.705 0.492 1.187 0.081
H -2.535 1.239 6.242 0.086
N 2.095 0.207 -2.987 0.158
N -3.733 2.182 3.473 0.141
H -1.892 2.851 5.954 0.085
H 4.147 0.942 -3.319 0.140
C -0.650 -0.380 -1.687 -0.201
C -2.107 1.893 5.484 -0.069
H -1.159 1.458 5.166 0.077
H -0.334 0.909 0.447 0.115
C -1.834 0.054 1.673 -0.073
O -1.069 -0.876 -0.455 -0.122
H -1.539 -0.177 -2.291 0.133
C 3.819 -1.142 -2.990 -0.011
C -0.689 -0.100 0.682 -0.260
C 0.186 -1.442 -2.482 -0.023
H 1.550 1.054 -3.043 0.182
H -0.325 -1.641 -3.425 0.135
H 4.788 -1.599 -3.041 0.138
H -2.058 -0.869 2.205 0.084
N 2.635 -1.806 -2.746 0.145
```



Record 5
# C2H6N

2 unconnected molecules or ions with the total composition C2H6N in a non-equilibrium geometry (the ωB97M-V functional and the def2-TZVPD basis, the Open Molecules 2025 dataset).

Its charge is +1. As for the energy: -134.08538 Ha. The orbital gap (spin up / spin down) comes out at 8.95 / 8.88 eV. The HOMO energy (spin up / spin down) comes out at -16.813 / -16.810 eV. Its energy above the lowest of the compared OMol25 structures with the same formula, charge and spin is 116.8 kcal per mole.

Geometry as XYZ:
```
9
Properties=species:S:1:pos:R:3:lowdin_charge:R:1
H 0.987 1.133 -0.912 0.142
C 0.502 0.797 0.011 -0.072
H 0.664 -1.320 0.985 0.175
H 0.829 1.107 1.019 0.144
H -1.119 0.239 -1.080 0.142
N -0.756 0.115 -0.140 -0.015
H 0.791 -1.371 -0.871 0.174
H -2.254 0.015 0.969 0.476
C 0.356 -0.715 0.019 -0.167
```



Record 6
# C30H19F12N4O2PtS

A molecular structure, C30H19F12N4O2PtS in a non-equilibrium geometry (the ωB97M-V functional and the def2-TZVPD basis, the Open Molecules 2025 dataset).

Its charge is -1. As for the energy: -3239.98655 Ha. The orbital gap comes out at 6.01 eV. The HOMO energy comes out at -3.853 eV. Its energy above the lowest of the compared OMol25 structures with the same formula, charge and spin is 164.3 kcal per mole.

Geometry as XYZ:
```
69
Properties=species:S:1:pos:R:3:lowdin_charge:R:1
F -2.788 -0.928 3.837 0.130
C 2.550 -3.693 0.328 -0.363
F 4.056 3.212 0.779 -0.011
H 0.041 3.846 -5.736 0.076
H -3.178 1.385 -2.502 0.122
H 4.779 -1.697 -0.112 0.157
C 0.148 -3.396 0.147 -0.428
C -0.981 3.591 -3.853 -0.276
F 0.609 5.573 -0.750 0.140
C -5.187 1.848 1.965 -0.287
H -5.304 3.758 0.994 0.104
H -4.769 -0.091 2.717 0.112
H -0.925 -3.475 0.089 0.069
N 0.748 -2.258 0.196 0.003
N 4.125 -0.974 0.128 0.169
N 2.208 0.007 0.591 0.102
H 6.954 2.398 -0.932 0.116
C 2.093 -2.405 0.311 -0.330
C 4.402 0.378 0.104 -0.191
F 2.763 4.131 -1.149 0.101
S 1.210 -4.756 0.212 0.999
C 0.620 3.153 -0.407 -0.370
F -0.975 -0.114 3.020 0.129
C -4.433 0.683 2.040 -0.005
F -0.821 4.739 0.624 0.172
H 3.557 -4.055 0.436 0.060
C -0.333 2.964 -1.591 -0.066
Pt -0.162 0.385 0.266 1.180
F 1.266 4.838 1.169 0.148
H -0.313 5.351 -4.897 0.073
C -3.612 2.655 0.329 -0.014
F 2.281 2.128 -1.817 0.126
C 5.487 3.354 0.021 0.054
H 6.402 0.125 -0.610 0.082
C 6.020 2.186 -0.412 -0.197
C 3.198 0.965 0.431 -0.164
H -1.605 4.471 -5.715 0.068
C -3.284 0.462 1.293 -0.056
C -2.548 -0.900 1.391 -0.374
H -2.788 2.679 -4.566 0.105
O -1.611 -1.151 0.447 -0.271
F -1.322 -2.244 2.959 0.137
C -2.844 1.477 0.405 -0.214
C -3.598 -2.045 1.200 -0.531
H -6.924 1.105 3.000 0.070
F -4.411 -1.783 0.168 0.157
H 2.188 2.588 1.351 0.152
C 2.802 -1.147 0.384 -0.270
C 2.812 2.381 0.489 0.008
C 2.137 2.977 -0.771 -0.369
H 5.468 4.354 -0.362 0.076
C -1.458 2.114 -1.484 -0.228
H 0.754 4.306 -2.846 0.122
N -1.741 1.313 -0.373 -0.115
H -3.284 3.444 -0.335 0.108
C 5.680 0.861 -0.283 -0.097
C -0.120 3.670 -2.769 0.005
C -1.916 -1.042 2.812 -0.544
C -0.701 4.356 -5.116 -0.064
C -2.320 2.039 -2.586 -0.010
C -6.394 2.045 2.837 -0.071
H -6.124 2.439 3.821 0.073
F -4.393 -2.284 2.268 0.127
C -2.096 2.766 -3.736 -0.048
C -4.751 2.830 1.084 -0.058
F -3.009 -3.225 0.927 0.124
H -7.095 2.751 2.387 0.066
O 0.368 2.319 0.635 -0.264
C 0.415 4.589 0.148 -0.537
```



Record 7
# C9H12N

A gas-phase ion, C9H12N (charge +1) in a non-equilibrium geometry (the ωB97M-V functional and the def2-TZVPD basis, the Open Molecules 2025 dataset).

Its charge is +1. As for the energy: -404.33317 Ha. The expectation value of S² is 2.0412. Its multiplicity is 3. The orbital gap (spin up / spin down) comes out at 7.91 / 6.13 eV. The HOMO energy (spin up / spin down) comes out at -11.152 / -13.388 eV. Its energy above the lowest of the compared OMol25 structures with the same formula, charge and spin is 0.0 kcal per mole.

Geometry as XYZ:
```
22
Properties=species:S:1:pos:R:3:lowdin_charge:R:1
H -2.209 1.831 -0.421 0.125
H 0.474 1.996 1.623 0.123
C 0.591 1.974 0.515 0.017
H -2.201 0.309 0.384 0.094
H 2.122 -1.630 -0.998 0.116
H -1.799 1.803 1.195 0.079
C -0.114 -2.706 -1.569 0.088
H 1.657 1.793 0.250 0.117
N -0.334 0.866 0.212 -0.071
C -0.510 -1.777 -2.327 0.004
H 1.038 0.207 -1.209 0.137
H 2.478 -2.328 0.692 0.116
C -0.843 -0.538 -1.876 -0.009
H 0.221 -3.706 0.373 0.146
H 0.141 3.002 0.052 0.180
C 0.150 -0.116 -0.705 -0.203
C 1.784 -2.080 -0.084 -0.027
C 0.489 -1.396 0.226 -0.144
H -1.679 0.061 -1.985 0.066
H 0.106 -1.306 1.285 0.163
C 0.485 -2.879 -0.274 -0.155
C -1.756 1.239 0.344 0.039
```



Record 8
# C12H15O2Se

2 unconnected molecules or ions with the total composition C12H15O2Se in a non-equilibrium geometry (the ωB97M-V functional and the def2-TZVPD basis, the Open Molecules 2025 dataset).

Its charge is -1. As for the energy: -3018.00482 Ha. The expectation value of S² is 2.0192. Its multiplicity is 3. The orbital gap (spin up / spin down) comes out at 3.04 / 6.35 eV. The HOMO energy (spin up / spin down) comes out at -0.094 / -4.400 eV.

Geometry as XYZ:
```
30
Properties=species:S:1:pos:R:3:lowdin_charge:R:1
H -3.202 3.114 -0.091 0.054
C 2.078 0.480 -2.011 -0.071
H 2.121 -0.237 1.360 0.152
H 2.772 1.103 0.443 0.028
C -2.932 -0.153 1.947 -0.144
C -4.232 1.433 0.598 -0.170
C 0.219 -2.105 0.012 -0.468
H -5.138 -0.120 1.463 0.050
Se -0.211 2.485 0.486 0.604
C 2.757 0.081 0.399 -0.054
C 2.924 -1.769 -1.245 -0.050
H 2.579 -2.384 -2.151 0.115
C -1.904 1.732 0.934 -0.727
H 2.986 -2.560 -0.493 0.089
C -1.783 0.555 1.654 -0.252
H 1.470 0.269 -2.893 0.077
C 0.670 -0.799 -0.477 -0.083
H 0.171 0.219 -0.189 0.053
H 3.199 0.746 -2.297 0.118
C -4.180 0.322 1.451 -0.138
H 3.785 -0.183 0.459 0.070
H -0.898 0.112 2.051 0.073
O 0.245 -3.003 0.813 0.105
H 1.619 1.526 -1.750 0.074
O -0.140 -1.887 -1.266 0.102
H -2.641 -1.001 2.490 0.052
C 2.156 -0.489 -0.840 -0.575
H -5.184 1.761 0.131 0.098
H 3.856 -1.494 -1.495 0.022
C -3.159 2.247 0.507 -0.203
```